C68H58N3O12Zr | the ωB97M-V functional and the def2-TZVPD basis

- DFT total energy (eV) = -101747.042
- relative energy (zero: lowest compared OMol25 entry of this formula, charge and spin) (kcal per mole) = 53.8
- HOMO level (eV) = -14.0
- 2S+1 = 1
- LUMO level (Eh) = -0.4716
- net charge = +3

Each line ends with the Löwdin charge.
Positions of all 142 atoms, in Å:
Zr  -2.61300  3.02141  4.40270  1.88
C  -0.78724  0.40672  1.61377  0.05
C  -1.13039  1.47438  2.62217  -0.60
O  -1.42228  2.69339  2.39161  -0.15
O  -1.41988  1.15212  3.82256  -0.18
H  -1.58543  -0.32262  1.48447  0.08
H  0.13860  -0.09543  1.89375  0.09
H  -0.64938  0.84028  0.62194  0.08
C  -6.04725  -1.94629  -3.28873  -0.01
C  -5.45542  -2.22068  -2.03222  -0.04
C  -4.15460  -1.91073  -1.78858  -0.01
C  -3.35967  -1.22385  -2.73654  -0.06
C  -3.97978  -0.87727  -3.95924  -0.08
C  -5.28809  -1.27317  -4.21485  0.00
C  -3.21228  -0.15349  -4.99349  -0.29
O  -3.77382  0.32307  -5.94930  0.14
C  -1.71436  -0.14049  -4.84412  -0.06
C  -0.92487  0.22456  -5.93277  0.03
C  0.46723  0.17725  -5.84339  -0.03
C  1.03068  -0.29881  -4.68473  -0.03
C  0.22495  -0.71109  -3.62302  0.00
C  -1.12425  -0.52884  -3.63329  -0.09
C  -1.99234  -0.76597  -2.42841  -0.28
O  -1.46289  -0.84045  -1.33546  0.09
H  -7.03484  -2.34362  -3.47145  0.12
H  -6.06314  -2.70401  -1.27723  0.12
H  -3.76691  -2.02446  -0.78579  0.08
H  -5.68066  -1.09896  -5.20927  0.13
H  -1.46372  0.57514  -6.80470  0.13
H  1.15459  0.41176  -6.64554  0.12
H  2.10051  -0.37900  -4.54195  0.12
H  0.68613  -0.97149  -2.67500  0.12
C  -4.43333  1.38189  -1.09711  -0.05
C  -5.30654  1.55923  -2.15993  -0.05
C  -4.97730  2.34532  -3.25065  0.04
C  -3.64728  2.80304  -3.44509  -0.08
C  -2.79028  2.60925  -2.37561  -0.08
C  -3.16587  1.92927  -1.22281  -0.03
C  -1.32927  3.00603  -2.48480  -0.26
O  -0.55789  2.95415  -1.55013  0.08
C  -0.90936  3.42534  -3.85400  -0.08
C  0.40139  3.87353  -4.02966  0.00
C  0.93250  4.10895  -5.27948  -0.02
C  0.05403  4.11852  -6.38548  -0.02
C  -1.27812  3.82047  -6.22110  0.01
C  -1.76715  3.48771  -4.95159  -0.07
C  -3.23552  3.31652  -4.74982  -0.29
O  -3.98768  3.40304  -5.69197  0.15
H  -4.65813  0.86562  -0.17429  0.11
H  -6.23460  1.02057  -2.32022  0.12
H  -5.67857  2.56594  -4.04449  0.14
H  -2.58055  1.92093  -0.31231  0.10
H  1.02412  3.96759  -3.14868  0.09
H  1.99228  4.31042  -5.34315  0.12
H  0.36059  4.40960  -7.38164  0.12
H  -1.94445  3.87674  -7.06970  0.13
C  1.40753  -0.44643  5.46714  -0.07
C  2.19731  -0.53167  6.60873  -0.05
C  3.44167  -1.15650  6.63128  0.03
C  3.93789  -1.60290  5.39669  -0.06
C  3.20028  -1.49307  4.19886  -0.07
C  1.94838  -0.89766  4.28340  -0.04
C  3.73075  -2.02250  2.89298  -0.29
O  3.12161  -1.76747  1.87409  0.08
C  4.84641  -2.98860  2.97600  -0.07
C  5.18221  -3.71688  1.84906  0.01
C  6.03070  -4.82798  1.96476  -0.03
C  6.73686  -5.01266  3.14200  -0.01
C  6.51647  -4.17257  4.24731  0.01
C  5.55562  -3.21065  4.21761  -0.07
C  5.16312  -2.46820  5.44363  -0.28
O  5.81007  -2.57226  6.45866  0.14
H  0.52579  0.17393  5.41309  0.08
H  1.83782  -0.00283  7.48583  0.11
H  3.99881  -1.23280  7.55122  0.13
H  1.18929  -1.00919  3.51235  0.09
H  4.65399  -3.49665  0.93110  0.12
H  6.24082  -5.42785  1.09066  0.12
H  7.54620  -5.73033  3.14809  0.12
H  6.91270  -4.46029  5.21418  0.13
C  -3.22620  -10.57323  0.99016  -0.01
C  -4.39329  -10.13550  0.36858  -0.03
C  -4.56240  -8.79487  0.16606  0.03
C  -3.68794  -7.80719  0.67435  -0.03
C  -2.47653  -8.25785  1.22021  -0.07
C  -2.29669  -9.63267  1.38335  0.03
C  -1.46152  -7.27202  1.65949  -0.28
O  -0.37812  -7.59523  2.08466  0.14
C  -1.81825  -5.82456  1.57467  -0.05
C  -0.86242  -4.90392  1.98722  0.02
C  -1.20673  -3.54951  1.93950  -0.05
C  -2.36225  -3.12757  1.32629  -0.07
C  -3.37183  -4.02779  1.01676  0.00
C  -3.05852  -5.37346  1.04274  -0.06
C  -4.09279  -6.36219  0.60762  -0.28
O  -5.15236  -6.03442  0.13939  0.13
H  -3.06530  -11.63370  1.12518  0.13
H  -5.16265  -10.82562  0.04926  0.13
H  -5.30494  -8.54543  -0.58613  0.14
H  -1.42782  -10.11305  1.82068  0.14
H  0.15419  -5.06560  2.31137  0.13
H  -0.52220  -2.78901  2.29747  0.10
H  -2.65851  -2.09796  1.14761  0.08
H  -4.37012  -3.76645  0.69227  0.11
C  -2.47341  5.78214  2.43750  -0.54
O  -2.59797  4.83684  3.28418  -0.25
N  -3.25339  6.86412  2.38458  0.23
N  -1.65136  5.57629  1.39630  0.24
H  -3.71254  7.30972  3.16724  0.15
H  -3.04519  7.57130  1.69530  0.14
H  -1.68490  6.29819  0.70041  0.13
H  -1.05693  4.76155  1.38933  0.10
C  5.05232  3.43890  -1.75400  -0.01
C  4.42564  3.27468  -0.34449  -0.44
C  5.50341  3.82689  0.61460  -0.12
C  5.03085  4.03362  2.06713  -0.15
C  3.83372  5.00710  2.10089  -0.10
C  2.71577  4.54931  1.08620  -0.46
N  3.24601  4.15166  -0.21206  0.00
O  2.33007  3.98912  -1.20829  0.04
C  1.80097  3.49256  1.71324  -0.02
C  1.83296  5.79119  0.92037  -0.03
C  4.00053  1.82415  -0.04394  0.03
H  4.66332  2.60967  -2.35293  0.08
H  6.13082  3.34402  -1.87313  0.10
H  4.78432  4.36139  -2.26846  0.09
H  6.31161  3.10336  0.74176  0.14
H  5.94094  4.72067  0.17352  0.13
H  5.81025  4.47760  2.68199  0.13
H  4.65544  3.09047  2.46709  0.10
H  4.19324  6.02113  1.94503  0.13
H  3.36805  4.89226  3.07970  0.12
H  0.98139  3.28140  1.01024  0.07
H  2.19266  2.48003  1.83655  0.08
H  1.36062  3.85057  2.64125  0.09
H  2.53328  6.59091  0.67065  0.10
H  1.11878  5.74737  0.09457  0.08
H  1.28039  6.07838  1.81179  0.09
H  4.50578  1.02718  -0.57959  0.11
H  2.92176  1.70548  -0.17026  0.08
H  4.13417  1.72717  1.03522  0.08
H  1.87029  3.14538  -0.98712  0.11